[1]
Here is C2HLiNaO3 as an isolated structure from OMol25. Energies are from the ωB97M-V functional and the def2-TZVPD basis.

The geometry in XYZ format:
```
8
Properties=species:S:1:pos:R:3:forces:R:3
O -0.816856 -0.947218 -0.017142 -0.63 0.49 0.15
C 0.267148 -1.159052 0.558086 1.09 -1.03 -0.23
O -0.778055 1.861946 -0.242154 1.01 -0.70 1.60
C 0.302015 1.398590 -0.224689 -0.10 0.88 -3.71
O 1.353586 1.114639 -0.675834 -0.66 0.33 1.62
Na -2.681553 0.292068 -0.259529 0.34 -0.28 0.07
H 0.175557 -1.759337 1.505332 -0.38 0.16 -0.04
Li 2.178159 -0.801635 -0.644070 -0.67 0.14 0.54
```
Forces are in eV/Å.

The energy comes out at -12848.080 eV. The LUMO energy comes out at -3.965 eV. The orbital gap comes out at 6.9 eV. The charge is +1. Its multiplicity is 1. As for the energy above the lowest of the compared OMol25 structures with the same formula, charge and spin: 19.2 kcal per mole.

---

[2]
Here is a 3-piece molecular cluster, C5H13NOS overall from OMol25. Energies are from the ωB97M-V functional and the def2-TZVPD basis.

The geometry in XYZ format:
```
21
Properties=species:S:1:pos:R:3:forces:R:3
C 1.219335 -0.941523 1.162558 -1.07 0.11 0.54
N 0.927003 -2.093492 -1.760767 -0.72 -0.33 0.92
C 0.793741 -1.769437 -2.923325 0.75 1.52 -1.14
O -1.564672 1.091002 2.636358 0.08 0.20 -0.23
C -0.297492 -1.170317 0.874498 1.66 -0.32 -0.66
C -0.791670 -0.415434 -0.381126 0.27 -0.19 0.89
C 0.073720 0.709046 -0.919429 -0.25 0.46 -0.31
S -0.073758 2.104702 0.153512 -0.04 -0.09 -0.59
H 1.434574 0.124844 1.172310 0.31 -0.08 0.03
H 1.845944 -1.493720 0.471910 0.13 0.14 -0.08
H 1.369154 -1.324046 2.171259 0.36 0.01 0.01
H 1.607725 -1.926153 -3.656169 -0.16 -0.58 -0.03
H 0.078307 -0.997177 -3.261178 -0.27 -0.25 -0.10
H -1.543107 1.933227 3.102463 -0.08 -0.07 0.11
H -0.296236 -2.223955 0.600398 -0.64 -0.18 0.26
H -0.833019 -1.032382 1.804992 -0.46 0.31 -0.27
H -0.707195 -1.164217 -1.219683 0.24 -0.35 -0.07
H -1.837668 -0.114358 -0.313967 -0.11 0.01 -0.01
H 1.111501 0.391260 -1.049737 0.05 -0.21 0.12
H -0.296080 0.977682 -1.917985 0.18 0.10 -0.06
H -1.093979 1.306552 1.795146 -0.22 -0.22 0.66
```
Forces are in eV/Å.

The energy comes out at -19762.359 eV. The LUMO energy comes out at -3.992 eV. The orbital gap comes out at 3.9 eV. The charge is 0. Its multiplicity is 1. As for the energy above the lowest of the compared OMol25 structures with the same formula, charge and spin: 155.5 kcal per mole.

---

[3]
Here is C23H33NO2P2RuSi as an isolated structure from OMol25. Energies are from the ωB97M-V functional and the def2-TZVPD basis.

The geometry in XYZ format:
```
63
Properties=species:S:1:pos:R:3:forces:R:3
C 0.259502 3.810129 -3.458955 -0.59 0.20 -2.04
C -0.011550 3.563689 -2.122255 -1.66 -0.56 1.00
C -1.376319 3.323498 -1.726422 0.78 0.34 -1.80
C -2.424631 3.292375 -2.726644 1.59 0.48 -0.89
C -2.086793 3.560703 -4.090726 -1.30 -0.48 1.61
C -0.777259 3.821925 -4.439889 2.27 0.20 0.67
C -3.724664 2.978664 -2.290425 -0.93 0.03 -0.87
C -3.971573 2.683226 -0.937258 -0.68 -0.44 1.79
C -2.849873 2.765092 -0.023480 -1.62 -0.55 0.92
C -3.029733 2.443379 1.369672 0.62 0.32 -1.85
C -4.289483 2.065283 1.807000 -1.96 -0.39 -0.30
C -5.399934 2.001070 0.912772 0.97 -0.22 2.09
C -5.251857 2.300289 -0.426663 1.40 0.57 -1.51
H 1.293026 3.990341 -3.775622 -0.43 -0.02 0.08
H -2.877826 3.543060 -4.848256 0.31 0.03 0.32
H -0.518413 4.025575 -5.484225 -0.08 -0.07 0.46
H -4.547863 2.945560 -3.013656 0.34 -0.01 0.29
H -4.439385 1.807159 2.861495 0.00 0.13 -0.41
H -6.378549 1.701079 1.301745 0.43 0.13 -0.13
H -6.101915 2.236104 -1.114682 0.35 0.05 0.28
N -1.614219 3.103694 -0.423794 0.46 0.07 0.47
Ru 0.000000 0.000000 0.000000 2.34 -0.91 0.07
C 1.055837 3.445098 -1.073549 0.00 -0.27 0.21
H 0.691580 3.842919 -0.112685 0.17 -0.08 -0.35
H 1.974084 3.977569 -1.377901 -0.30 -0.28 0.15
C -1.816927 2.467134 2.248000 0.36 -0.14 -0.28
H -1.168063 3.313186 1.968884 -0.25 -0.27 0.16
H -2.092449 2.544936 3.314489 0.20 -0.17 -0.39
P 1.544218 1.651010 -0.748801 1.44 1.98 -0.94
P -0.744045 0.918269 2.056501 -0.58 0.93 3.08
C -1.769262 -0.269343 3.049398 0.12 -0.13 -0.36
H -1.206797 -1.209476 3.174705 -0.21 0.32 0.01
H -2.037021 0.137087 4.041547 0.19 -0.11 -0.49
H -2.687485 -0.497007 2.483053 0.27 0.08 0.24
C 0.564141 1.356327 3.310384 0.10 -0.13 -0.30
H 0.126635 1.610115 4.292632 0.09 -0.13 -0.49
H 1.253682 0.503609 3.431667 -0.25 0.33 -0.02
H 1.142981 2.219960 2.941545 -0.22 -0.32 0.17
C 2.336834 1.232194 -2.366205 -0.30 -0.36 0.11
H 3.066517 2.000128 -2.681414 -0.36 -0.33 0.25
H 2.836852 0.255692 -2.263854 -0.10 0.35 -0.09
H 1.544694 1.130667 -3.125144 0.32 0.08 0.20
C 3.047145 1.933008 0.311448 -0.28 -0.33 0.17
H 3.520882 0.961331 0.532332 -0.15 0.38 -0.07
H 3.782331 2.587075 -0.190398 -0.44 -0.29 0.11
H 2.742021 2.394289 1.264886 0.15 -0.16 -0.36
C -1.185448 -1.439147 0.038622 -5.30 -3.75 -1.00
O -1.951613 -2.320083 -0.031957 2.73 2.67 0.49
H -1.103555 0.698766 -0.843935 -0.69 0.35 -0.79
C 3.378390 -3.288057 -0.311441 0.03 0.57 -0.14
Si 1.622820 -3.388392 0.313294 -0.57 0.51 -0.06
C 0.671167 -4.635910 -0.697476 -0.26 0.26 -0.11
C 1.623151 -3.905509 2.106087 -0.17 0.35 0.17
O 0.860912 -1.797556 0.166203 1.71 -0.76 0.42
H 3.861431 -4.282274 -0.218881 -0.25 0.56 -0.06
H 3.941645 -2.544631 0.289242 -0.11 -0.44 -0.41
H 3.373679 -2.975618 -1.375906 0.20 -0.20 0.54
H 1.154238 -5.630382 -0.606627 -0.30 0.52 -0.09
H -0.371550 -4.697151 -0.324410 0.51 -0.12 -0.34
H 0.666074 -4.322160 -1.761418 -0.10 -0.33 0.50
H 2.188509 -3.161755 2.704248 -0.31 -0.50 -0.14
H 0.578030 -3.958440 2.474375 0.60 -0.06 -0.02
H 2.101987 -4.901365 2.203912 -0.28 0.55 0.02
```
Forces are in eV/Å.

The energy comes out at -59002.097 eV. The LUMO energy (spin up / spin down) comes out at -2.339 / -5.748 eV. The orbital gap (spin up / spin down) comes out at 5.9 / 5.4 eV. The charge is +1. Its multiplicity is 6.

---

Q: Look up the energy of the third one.
A: -59002.097 eV

---

Q: Among the records above, which one has the highest multiplicity?
A: C23H33NO2P2RuSi

---

Q: Which value of charge does entry 2 give?
A: 0

---

Q: Number 2 is which compound?
A: C5H13NOS